1.
Molecular formula: C2F18NO4P2S2Ti
Method: DFT, ωB97M-V with the def2-TZVPD basis set

Calculated values
Energy (a.u.): -4558.5110
Relative energy (zero: lowest compared OMol25 entry of this formula, charge and spin) (kcal/mol): 19.2
Charge: -2
2S+1: 4
Frontier orbital gap (spin up / spin down) (eV): 4.955 / 9.882
LUMO (spin up / spin down) (eV): 5.0 / 5.0

Last column: natural (NBO) charge in e.
Element x y z (Å)
Ti 0.32252 0.73838 -0.22748  0.753
S -0.32089 -2.76341 0.08080  2.087
S -2.17543 -1.70615 -1.20529  2.140
P -1.21118 1.81260 2.44879  2.589
P 3.07914 1.95556 -0.46100  2.571
F 2.50778 1.25960 0.95745  -0.577
F 2.05238 -1.72329 0.91887  -0.293
F -2.43163 0.95369 -1.89162  -0.314
F 3.64968 2.80347 -1.80951  -0.595
F -1.29897 1.27310 3.94612  -0.584
F 0.34740 1.40249 2.28978  -0.579
F 3.49140 3.25906 0.38710  -0.580
F 2.54406 0.68393 -1.34541  -0.567
F 2.03096 -2.30996 -1.26152  -0.313
F -0.83647 3.32042 2.91476  -0.592
F -3.91798 -0.36953 -2.72271  -0.311
F -1.95387 -0.31483 -3.54496  -0.324
F 4.55283 1.27998 -0.28419  -0.572
F -1.29587 2.43454 0.94516  -0.588
F -1.60655 0.30118 1.86304  -0.576
F 1.63150 2.70718 -0.68096  -0.581
F 2.10537 -3.71797 0.49308  -0.319
F -2.76718 2.23605 2.74097  -0.599
O -3.11606 -1.71213 -0.06473  -0.897
O -0.70463 -2.77581 1.47696  -0.875
O -0.56373 -4.07662 -0.54147  -0.889
O -2.25942 -2.80381 -2.24536  -0.933
N -0.78561 -1.31147 -0.79052  -1.211
C 1.59258 -2.58090 0.02533  0.769
C -2.66214 -0.25533 -2.41149  0.759

---

2.
Molecular formula: C2F2N2
Method: DFT, ωB97M-V with the def2-TZVPD basis set

Calculated values
Energy (a.u.): -385.1607
Relative energy (zero: lowest compared OMol25 entry of this formula, charge and spin) (kcal/mol): 109.8
2S+1: 1
Frontier orbital gap (spin up / spin down) (eV): 6.532 / 10.407
LUMO (spin up / spin down) (eV): -3.4 / -2.6

Last column: natural (NBO) charge in e.
Element x y z (Å)
F -0.41052 1.55145 2.37141  -0.196
F -0.53115 -1.01439 1.73544  -0.142
N 0.63442 0.24019 -2.74854  -0.155
N -0.07093 -0.22913 0.75009  0.109
C 0.02447 -0.42426 -0.41013  0.250
C 0.35370 -0.12385 -1.69828  0.135

---

3.
Molecular formula: C2F2O
Method: DFT, ωB97M-V with the def2-TZVPD basis set

Calculated values
Energy (a.u.): -350.9972
Relative energy (zero: lowest compared OMol25 entry of this formula, charge and spin) (kcal/mol): 56.9
2S+1: 1
Frontier orbital gap (eV): 8.525
LUMO (eV): -2.5

Last column: natural (NBO) charge in e.
Element x y z (Å)
F -1.37103 -1.12238 -0.14336  -0.215
F -0.82944 1.35934 -0.05929  -0.524
O 1.80238 0.39870 -0.07232  -0.327
C -0.35050 -0.58936 0.38949  0.440
C 0.74860 -0.04630 -0.11452  0.626

---

4.
Molecular formula: C2F3GdNO3S
Method: DFT, ωB97M-V with the def2-TZVPD basis set

Calculated values
Energy (a.u.): -1819.3393
Relative energy (zero: lowest compared OMol25 entry of this formula, charge and spin) (kcal/mol): 0.0
Charge: +2
2S+1: 9
Frontier orbital gap (spin up / spin down) (eV): 7.564 / 6.218
LUMO (spin up / spin down) (eV): -10.7 / -12.7

Last column: Mulliken spin population.
Element x y z (Å)
Gd -2.11795 2.19863 -0.38060  6.498
S 0.62137 0.47681 1.05283  0.229
F 3.03153 0.91836 0.07921  0.017
F 2.45216 -1.16027 0.08531  0.028
F 1.63315 0.17872 -1.39004  0.031
O -2.67070 -0.09754 -0.36495  0.017
O -2.51624 -2.35678 -0.22255  -0.003
O -0.23074 -0.80963 0.92405  0.221
N 0.07110 1.79587 0.47687  0.746
C -2.32080 -1.21717 -0.11750  0.062
C 2.04712 0.07299 -0.14264  0.155

---

5.
Molecular formula: C2F3GdNO3S2
Method: DFT, ωB97M-V with the def2-TZVPD basis set

Calculated values
Energy (a.u.): -2218.2929
2S+1: 9
Frontier orbital gap (spin up / spin down) (eV): 6.924 / 5.879
LUMO (spin up / spin down) (eV): -0.6 / -1.7

Last column: Mulliken spin population.
Element x y z (Å)
Gd -1.39407 1.72571 -1.37277  8.314
S 0.55983 -0.01930 0.94746  -0.007
S 0.43044 2.75434 0.38514  -0.073
F 1.79438 0.12722 -1.54212  -0.024
F 3.08128 0.47698 0.15387  0.000
F 2.37800 -1.51523 -0.27804  -0.002
O -3.41958 -0.64381 -0.36872  -0.004
O -2.65782 -2.44872 0.83742  0.004
O -0.58108 -0.16679 -0.19190  -0.177
N 0.57136 1.42407 1.53881  0.007
C -2.79692 -1.49508 0.17232  -0.040
C 2.03418 -0.21939 -0.28146  0.001

---

6.
Molecular formula: C2F3MgNO4S2
Method: DFT, ωB97M-V with the def2-TZVPD basis set

Calculated values
Energy (a.u.): -1728.0521
2S+1: 1
Frontier orbital gap (eV): 7.674
LUMO (eV): -0.5

Last column: natural (NBO) charge in e.
Element x y z (Å)
S 3.45704 -0.29393 -0.71519  0.735
S -1.32883 0.84368 1.03187  1.430
Mg 1.20924 1.10522 0.14503  1.804
F -3.68008 0.95688 -0.11994  -0.315
F -2.03756 0.91539 -1.52468  -0.304
F -2.61276 -0.87849 -0.50066  -0.300
O -0.35084 -0.35655 0.85627  -1.071
O 1.53469 -3.14062 0.55167  -0.446
O 2.92623 1.23348 -0.72626  -1.162
O -0.58674 2.04172 0.40296  -1.102
N 2.22285 -0.86637 0.38620  -0.957
C 1.73991 -1.98915 0.59951  0.925
C -2.49314 0.42872 -0.38678  0.761